This record from OMol25 describes a molecular structure, C68H58F4N15O4S2SbSn. The level of theory is ωB97M-V with the def2-TZVPD basis set.

Each line ends with the Löwdin charge.
CARTESIAN COORDINATES (ANGSTROEM)
Sn -0.19534 -0.14058 0.29686  1.191
N -4.68090 -0.96100 -0.07360  0.065
C -3.34083 -1.19692 -0.24858  -0.906
S -2.52649 -0.30357 -1.48776  0.487
N -2.82056 -2.07535 0.57203  0.006
N -1.46749 -2.20072 0.39573  -0.082
C -0.90599 -3.31190 0.69961  -0.181
C -1.61042 -4.42448 1.38173  -0.177
C -1.64507 -5.70564 0.84118  -0.043
C -2.28823 -6.73474 1.51401  -0.080
C -2.89336 -6.49143 2.73800  -0.089
C -2.86407 -5.21301 3.28149  -0.074
C -2.23254 -4.18397 2.60402  -0.025
C 0.51068 -3.45673 0.27192  -0.223
C 1.27844 -4.54604 0.65350  0.001
C 2.58866 -4.62769 0.21483  -0.046
C 3.09589 -3.61811 -0.58084  -0.046
C 2.26486 -2.55373 -0.89049  -0.146
N 1.00422 -2.47234 -0.49342  0.049
H -5.16614 -0.60224 -0.87735  0.069
H -5.16998 -1.63459 0.49649  0.096
H -1.18052 -5.89302 -0.11972  0.120
H -2.31510 -7.72689 1.08202  0.102
H -3.38937 -7.29552 3.26635  0.100
H -3.34066 -5.01761 4.23361  0.102
H -2.21488 -3.18395 3.01631  0.110
H 0.86645 -5.30181 1.30552  0.115
H 3.20705 -5.46637 0.50845  0.109
H 4.11231 -3.63553 -0.94893  0.105
H 2.63963 -1.73125 -1.49112  0.079
C 4.87631 0.64439 6.84056  -0.026
C 3.36660 0.79881 7.00241  -0.311
C 2.97449 1.87205 8.00759  -0.136
C 3.33759 3.25430 7.48281  -0.129
C 2.69530 3.47564 6.13993  -0.132
C 2.36687 4.73812 5.70424  0.052
C 1.76838 4.91365 4.46177  -0.260
F 1.48404 6.16670 4.06799  0.063
C 1.46643 3.86097 3.64771  0.066
C 1.78927 2.56728 4.06694  -0.034
C 1.46790 1.43576 3.17070  -0.315
O 0.89534 1.65417 2.09785  -0.110
C 1.91976 0.15140 3.63920  -0.047
C 2.51449 0.05965 4.85824  0.027
N 2.73950 1.08549 5.69945  0.013
C 2.40561 2.37484 5.30814  -0.073
C 1.80018 -1.13907 2.87251  -0.610
O 2.60406 -2.03612 3.18678  -0.026
O 0.87993 -1.25510 2.00765  -0.192
H 5.34598 0.47762 7.81135  0.087
H 5.31544 1.53300 6.38544  0.085
H 5.10700 -0.20483 6.19632  0.080
H 2.94988 -0.15325 7.33435  0.147
H 3.47669 1.66760 8.95349  0.120
H 1.89739 1.82216 8.18489  0.129
H 4.42432 3.34330 7.39659  0.119
H 3.01456 4.03004 8.17716  0.121
H 2.57801 5.60515 6.31808  0.133
H 0.97873 4.00323 2.69259  0.113
H 2.86071 -0.91155 5.18909  0.146
C 2.79249 5.66099 -0.54994  -0.070
N 1.92307 4.56181 -0.94640  -0.128
C 1.42998 3.55289 -0.20658  -0.157
N 0.48341 2.91968 -0.86881  0.078
C 0.42685 3.61416 -2.03624  -0.217
N 1.27288 4.61746 -2.12869  0.123
C 1.98911 6.93586 -0.39784  -0.192
C 2.23152 8.05195 -1.18475  -0.026
C 1.34502 9.12375 -1.18239  -0.060
C 0.17887 9.06971 -0.43538  -0.015
C -0.05237 7.96601 0.37578  -0.135
C 0.86886 6.92725 0.41835  0.034
C -1.32554 7.67392 1.05524  -0.302
N -1.56118 7.49407 2.30425  0.129
N -2.77392 6.81212 2.38248  0.123
C -3.17056 6.64559 1.17052  -0.307
O -2.33065 7.20262 0.26828  0.151
C -4.22850 5.77467 0.66129  -0.134
C -4.87074 6.03704 -0.54499  -0.013
C -5.75602 5.10628 -1.06038  -0.056
C -5.95635 3.90039 -0.40210  -0.026
C -5.30235 3.62918 0.79371  -0.205
C -5.47241 2.28868 1.45620  -0.076
N -4.19131 1.68924 1.79713  -0.121
C -3.06877 1.65016 1.08137  -0.184
N -2.18333 0.87929 1.68116  0.003
C -2.83788 0.46297 2.79742  -0.199
N -4.05715 0.93674 2.91638  0.122
C -4.45801 4.58421 1.33643  0.029
H 3.54988 5.78709 -1.32184  0.124
H 3.28107 5.36321 0.37791  0.133
H 1.78161 3.30514 0.78444  0.106
H -0.25384 3.36756 -2.83553  0.096
H 3.09731 8.07245 -1.83617  0.115
H 1.54164 9.98335 -1.80936  0.106
H -0.54854 9.86918 -0.48930  0.119
H 0.65102 6.06410 1.03834  0.122
H -4.66784 6.95799 -1.07559  0.121
H -6.26330 5.30190 -1.99571  0.109
H -6.60749 3.15130 -0.83738  0.114
H -6.00864 1.61442 0.78667  0.115
H -6.03504 2.35254 2.38645  0.133
H -2.93493 2.14980 0.13580  0.125
H -2.39747 -0.19120 3.53256  0.114
H -3.92292 4.39500 2.25960  0.132
C 7.72337 -1.68081 0.56616  -0.087
N 6.42504 -1.06644 0.32991  -0.052
C 5.37185 -0.94916 1.18052  -0.856
S 4.24852 0.29626 0.90976  0.610
N 5.20835 -1.78688 2.20815  -0.025
C 5.85655 -3.06748 2.44316  -0.078
H 8.33568 -1.49071 -0.31236  0.085
H 7.65879 -2.75673 0.69266  0.061
H 8.23025 -1.25150 1.43430  0.089
H 6.41377 -0.32004 -0.34553  0.088
H 4.28826 -1.70725 2.65507  0.062
H 6.88940 -2.95841 2.77046  0.072
H 5.82721 -3.71664 1.56763  0.078
H 5.29621 -3.55679 3.23676  0.089
F 0.82416 -5.62293 -6.20513  0.050
C 0.83113 -4.41798 -5.59488  -0.288
C -0.32245 -3.97935 -4.97809  -0.010
C -0.30366 -2.74267 -4.34916  -0.123
C 0.84337 -1.94706 -4.35308  -0.371
C 1.99241 -2.43779 -4.96832  -0.117
C 1.99365 -3.67679 -5.59930  -0.012
Sb 0.78489 -0.10692 -3.24678  1.454
C -0.44398 0.98791 -4.63804  -0.372
C -0.01312 2.15022 -5.27355  -0.140
C -0.86401 2.87974 -6.09567  -0.010
C -2.15644 2.43068 -6.26725  -0.287
F -2.99147 3.13524 -7.06132  0.050
C -2.62777 1.29081 -5.65001  -0.007
C -1.76377 0.57818 -4.83022  -0.147
C 2.65464 0.68959 -3.92673  -0.400
C 3.53409 1.17422 -2.96124  -0.134
C 4.74017 1.76487 -3.32012  -0.010
C 5.04948 1.85795 -4.66009  -0.284
F 6.21488 2.43587 -5.02172  0.052
C 4.21120 1.38242 -5.65113  -0.007
C 3.01027 0.79986 -5.27258  -0.140
H -1.20658 -4.60314 -4.98370  0.118
H -1.19739 -2.40574 -3.83325  0.082
H 2.90658 -1.85723 -4.95909  0.088
H 2.87844 -4.06644 -6.08555  0.117
H 0.99677 2.51447 -5.12599  0.092
H -0.53520 3.78224 -6.59437  0.119
H -3.65239 0.97881 -5.80297  0.119
H -2.14209 -0.30543 -4.33033  0.045
H 3.29363 1.09437 -1.90728  0.052
H 5.42139 2.16147 -2.57782  0.116
H 4.49832 1.47402 -6.69030  0.119
H 2.34527 0.42304 -6.04202  0.109

## Properties
Energy above the lowest of the compared OMol25 structures with the same formula, charge and spin = 50.3 kJ/mol